1.
DFT (the ωB97M-V functional and the def2-TZVPD basis) results for a molecular structure, C46H62ClIrN8O3P2 in a non-equilibrium geometry.

Calculated values
Total energy in eV: -100702.465
HOMO in Ha: -0.4313
Spin multiplicity: 1
Relative energy (zero: lowest compared OMol25 entry of this formula, charge and spin) in kcal/mol: 9.5
Charge: +2

The geometry in XYZ format:
```
123
Properties=species:S:1:pos:R:3:forces:R:3:mulliken_charge:R:1
Ir -0.280 -0.255 -0.138 -0.5736 1.4267 -0.0654 2.6050
C -1.544 0.876 2.862 0.0403 0.0146 0.0461 -1.6467
P -0.469 -0.373 2.131 -0.0352 -0.0195 -0.0165 0.9772
C -1.064 -1.949 2.796 -0.0289 -0.0010 -0.0101 -1.3422
C 1.207 -0.154 2.767 0.0206 -0.0129 -0.0058 0.4323
C 1.490 0.233 4.071 -0.0021 0.0157 0.0069 -1.0780
C 2.810 0.372 4.477 -0.0190 0.0059 0.0081 -0.8243
C 3.846 0.123 3.588 0.0087 0.0071 -0.0118 -0.8217
C 3.571 -0.265 2.284 0.0150 -0.0080 0.0160 -1.0731
C 2.251 -0.401 1.871 -0.0197 -0.0362 0.0237 0.4254
P 1.808 -0.920 0.197 0.0698 -0.4409 0.0166 1.3998
C 2.930 -0.106 -0.950 0.0361 0.0430 0.0363 -1.4724
C 2.195 -2.687 0.097 0.0758 0.0199 0.0074 -1.4723
H -1.662 0.695 3.931 0.0035 0.0089 -0.0015 0.7014
H -2.521 0.821 2.380 0.0029 0.0015 0.0015 0.3715
H -1.128 1.872 2.708 -0.0050 0.0045 -0.0023 0.4508
H -0.995 -1.938 3.884 -0.0017 0.0037 0.0086 0.7094
H -0.460 -2.775 2.418 0.0072 0.0151 0.0028 0.2088
H -2.106 -2.101 2.511 0.0059 0.0084 -0.0130 0.3711
H 0.691 0.441 4.772 0.0030 -0.0062 0.0045 0.4548
H 3.032 0.682 5.490 -0.0008 -0.0013 0.0006 0.4463
H 4.873 0.239 3.908 0.0018 -0.0018 0.0004 0.4460
H 4.391 -0.447 1.600 0.0017 -0.0066 0.0032 0.3908
H 3.961 -0.394 -0.744 0.0014 0.0158 0.0026 0.6064
H 2.822 0.973 -0.839 -0.0139 -0.0020 -0.0233 0.3124
H 2.680 -0.395 -1.970 0.0006 -0.0045 -0.0027 0.3975
H 3.222 -2.868 0.416 0.0086 0.0169 -0.0038 0.5455
H 2.090 -3.035 -0.932 -0.0098 0.0050 0.0033 0.4227
H 1.530 -3.249 0.754 0.0294 -0.0070 0.0110 0.3460
C -3.779 -5.623 1.286 0.0097 0.0061 0.0110 -1.3653
C -2.632 -6.056 0.380 0.0037 -0.0006 -0.0213 0.8041
C -1.286 -5.984 1.094 0.0153 -0.0034 0.0003 -1.2189
C -2.625 -5.280 -0.939 -0.0253 0.0027 -0.0251 -1.2500
N -2.297 -3.857 -0.754 0.1763 0.0579 0.0586 0.7227
C -1.115 -3.257 -0.649 0.1167 -0.2278 -0.0910 -1.0013
N -1.335 -1.982 -0.417 0.0018 -0.3564 -0.1372 0.9559
N -2.677 -1.818 -0.379 0.0913 0.0457 0.1365 0.1481
N -3.245 -2.937 -0.576 -0.3655 -0.0416 -0.0237 -0.9814
H -3.759 -6.190 2.217 -0.0086 -0.0144 -0.0087 0.4172
H -4.747 -5.786 0.813 -0.0025 0.0154 -0.0065 0.3839
H -3.709 -4.564 1.545 0.0129 0.0002 0.0108 0.1986
H -2.799 -7.093 0.076 -0.0119 -0.0030 0.0154 0.3285
H -1.105 -4.984 1.502 -0.0026 -0.0077 -0.0146 0.1397
H -0.455 -6.256 0.438 -0.0066 0.0049 0.0003 0.3315
H -1.272 -6.672 1.938 -0.0024 0.0016 0.0037 0.4732
H -3.603 -5.290 -1.416 0.0033 -0.0195 0.0008 0.3949
H -1.892 -5.683 -1.638 0.0160 0.0128 0.0144 0.4301
H -0.165 -3.749 -0.754 0.0056 0.0128 0.0070 0.5844
C -0.552 4.468 -4.387 -0.0015 -0.0386 0.0140 -2.2123
C -1.832 3.753 -4.844 0.0434 0.0683 0.0114 2.9247
C -2.689 4.807 -5.564 0.0122 -0.0169 -0.0098 -2.0968
C -2.627 3.310 -3.617 -0.0405 0.0059 0.0508 -0.2127
C -1.475 2.592 -5.827 0.0073 0.0085 -0.0928 1.7089
O -0.870 3.189 -6.989 -0.0269 0.0005 0.0436 -0.6679
C -2.669 1.747 -6.344 0.0142 -0.0035 0.0267 -1.3939
C -3.171 0.458 -5.663 -0.0154 -0.0207 -0.0287 -1.5989
C -4.084 0.572 -4.468 0.0171 0.0475 0.0015 -0.0394
C -3.690 0.112 -3.218 0.0640 -0.0082 0.0172 0.6037
C -4.525 0.190 -2.113 -0.0660 0.0102 0.0750 -1.0210
C -5.791 0.724 -2.268 -0.0540 0.0721 -0.0807 0.3571
Cl -6.878 0.771 -0.913 0.0005 -0.0877 -0.0205 -0.2080
C -6.217 1.194 -3.502 0.0078 -0.0243 0.0152 -0.8062
C -5.362 1.112 -4.591 0.0016 -0.0039 0.0192 -0.2301
C -0.245 1.736 -5.430 -0.0162 -0.0336 0.0414 -2.3131
N -0.274 0.860 -4.247 -0.0698 -0.0069 -0.0108 1.3354
C -0.177 1.131 -2.951 -0.0301 -0.0149 -0.0116 -0.7558
N -0.160 -0.010 -2.265 0.0586 -0.0255 0.0532 0.3176
C -0.243 -0.968 -3.229 0.1213 -0.0219 -0.0062 -1.3339
N -0.303 -0.479 -4.433 0.0935 -0.0009 0.0093 -1.0227
H -0.819 5.385 -3.861 -0.0079 0.0238 0.0072 0.4897
H 0.082 4.733 -5.233 -0.0061 0.0053 -0.0054 0.4793
H 0.045 3.874 -3.689 0.0187 -0.0080 0.0108 0.2853
H -2.968 5.577 -4.844 -0.0060 0.0128 0.0294 0.2761
H -3.619 4.396 -5.956 -0.0048 -0.0105 -0.0256 0.3645
H -2.149 5.307 -6.368 0.0102 -0.0116 0.0009 0.6746
H -2.620 4.121 -2.889 -0.0168 0.0104 -0.0017 -0.1473
H -2.237 2.422 -3.121 -0.0230 0.0038 -0.0066 -0.6668
H -3.670 3.105 -3.859 -0.0196 -0.0355 -0.0205 0.1473
H -1.556 3.597 -7.527 -0.0104 0.0050 -0.0101 0.5432
H -2.352 1.438 -7.342 0.0158 0.0084 0.0046 0.5167
H -3.515 2.420 -6.497 -0.0285 -0.0109 0.0111 0.3183
H -2.338 -0.196 -5.417 0.0072 0.0101 -0.0347 0.6263
H -3.720 -0.074 -6.444 -0.0387 0.0092 0.0164 0.5587
H -2.705 -0.326 -3.096 -0.0324 0.0105 -0.0191 0.4027
H -4.204 -0.178 -1.148 -0.0557 0.0761 -0.0647 0.5759
H -7.214 1.598 -3.609 0.0005 0.0157 -0.0085 0.4828
H -5.708 1.461 -5.558 0.0019 0.0114 0.0030 0.4733
H 0.608 2.403 -5.331 -0.0023 -0.0166 0.0112 0.5787
H -0.042 1.061 -6.258 -0.0125 0.0083 0.0003 0.3720
H -0.134 2.121 -2.533 0.0388 0.0015 -0.0036 0.7253
H -0.252 -2.027 -3.039 0.0009 -0.0043 0.0261 0.5741
C -5.719 7.768 -2.238 -0.0075 0.0013 -0.0015 -1.5727
C -5.630 6.410 -1.595 0.0218 0.0231 -0.0107 0.7814
C -6.789 5.693 -1.331 -0.0103 -0.0190 0.0062 -1.0053
C -6.735 4.428 -0.765 -0.0100 0.0659 -0.0095 -1.0731
C -5.511 3.896 -0.420 0.0351 0.1316 -0.0422 -0.8232
C -4.341 4.608 -0.665 -0.0332 -0.0854 -0.0060 -0.6320
N -3.125 3.934 -0.351 0.0990 0.0816 -0.0130 1.0700
C -2.101 4.388 0.415 -0.1224 -0.0697 -0.0265 0.9036
C -2.179 5.626 1.087 -0.0018 0.0272 -0.0046 -0.6658
C -1.116 6.104 1.809 -0.0142 -0.0147 -0.0168 -0.8602
C 0.086 5.386 1.911 0.0099 -0.0328 -0.0116 -0.9836
C 0.173 4.163 1.303 0.0386 0.0244 0.0174 -0.8667
C -0.908 3.632 0.567 -0.2623 -0.1435 -0.0738 -0.2172
C -0.811 2.265 0.102 0.3280 0.1288 -0.0016 0.9583
O 0.348 1.663 0.191 0.1300 -0.1357 -0.1338 -1.1452
O -1.763 1.546 -0.334 0.2090 -0.4500 0.2407 -1.0960
C -4.375 5.857 -1.289 0.0018 0.0004 0.0068 1.9035
C -3.130 6.607 -1.675 0.0136 -0.0065 -0.0236 -1.9200
H -6.756 8.071 -2.358 -0.0014 0.0007 0.0058 0.4214
H -5.254 7.774 -3.227 -0.0017 -0.0029 -0.0022 0.3087
H -5.211 8.528 -1.642 0.0026 -0.0021 0.0004 0.3408
H -7.748 6.131 -1.582 0.0027 0.0024 -0.0073 0.4021
H -7.642 3.866 -0.583 0.0059 0.0169 0.0057 0.4592
H -5.443 2.920 0.033 0.0041 -0.1172 0.1064 0.7568
H -3.071 2.968 -0.639 -0.0391 0.0183 0.0113 -0.6874
H -3.099 6.190 1.031 -0.0025 -0.0055 0.0062 0.7259
H -1.215 7.055 2.318 0.0014 0.0012 0.0012 0.4400
H 0.916 5.784 2.476 0.0038 -0.0027 -0.0060 0.4782
H 1.072 3.568 1.393 0.0053 0.0032 0.0018 0.5066
H -2.234 5.995 -1.594 -0.0041 -0.0127 -0.0146 0.1949
H -2.978 7.491 -1.050 -0.0024 -0.0014 0.0024 0.5523
H -3.205 6.963 -2.703 -0.0001 0.0042 -0.0188 0.5731
```
Positions in Å, forces in eV/Å.

2.
DFT (the ωB97M-V functional and the def2-TZVPD basis) results for a molecular structure, C6H18AgFO6.

Calculated values
Total energy in eV: -25513.828
HOMO in Ha: -0.3533
Spin multiplicity: 1
Relative energy (zero: lowest compared OMol25 entry of this formula, charge and spin) in kcal/mol: 0.0

The geometry in XYZ format:
```
32
Properties=species:S:1:pos:R:3:forces:R:3:mulliken_charge:R:1
Ag -0.409 2.512 2.125 0.2841 -0.4146 -0.0892 0.6549
F -0.328 0.628 0.934 -0.0255 0.1085 -0.0684 -0.5040
C -2.406 -2.163 0.710 -0.6041 -0.2230 0.1876 -0.4334
C -3.363 -1.165 0.099 0.2158 0.1439 -0.1179 -0.2771
O -3.104 0.150 0.568 0.0709 -0.0445 -0.1079 -0.5537
O -1.111 -2.035 0.158 0.1142 -0.0198 0.1137 -0.5198
H -2.800 -3.162 0.496 0.3576 -0.0671 -0.0791 0.3264
H -2.390 -2.047 1.801 0.0224 0.0223 -0.0149 0.2618
H -4.405 -1.386 0.324 0.0014 -0.1036 0.0495 0.3709
H -3.196 -1.225 -0.985 -0.2686 0.0614 -0.0251 0.1807
H -2.152 0.266 0.443 0.0680 0.3997 0.1213 0.2679
H -0.713 -1.236 0.531 0.0393 -0.0248 -0.0829 0.2337
C 2.535 0.494 2.965 0.4896 -0.0550 -0.7883 -0.2428
C 2.888 0.065 1.554 -0.2088 -0.1299 -0.3322 -0.6084
O 2.444 1.017 0.601 0.1164 0.1388 0.0059 -0.5553
O 1.137 0.669 3.124 -0.5632 0.3746 0.3981 -0.5538
H 3.029 1.455 3.125 -0.0684 -0.0363 0.2719 0.2596
H 2.936 -0.253 3.656 -0.2237 0.0935 0.2105 0.2878
H 2.450 -0.909 1.299 0.0233 -0.0473 0.2661 0.3223
H 3.970 -0.037 1.449 0.0064 0.0819 0.0848 0.3747
H 1.504 0.846 0.458 -0.0368 0.0713 -0.0444 0.3149
H 0.635 0.314 2.365 0.2978 -0.2910 -0.0018 0.3676
C 0.649 1.238 -2.438 0.5924 -0.1627 0.1068 -0.3329
C -0.175 0.188 -3.166 -0.0588 0.5317 -0.0127 -0.2241
O 0.661 -0.573 -4.023 -0.0873 -0.1050 0.0458 -0.5372
O -0.090 1.986 -1.493 -0.0962 0.1737 -0.0221 -0.5385
H 1.095 1.941 -3.150 -0.1989 0.0549 -0.0314 0.3595
H 1.500 0.730 -1.967 -0.0682 0.0130 0.0464 0.2676
H -0.968 0.684 -3.737 -0.1040 -0.0913 0.0816 0.2494
H -0.634 -0.473 -2.431 0.0456 -0.2144 -0.1208 0.1595
H 0.979 0.024 -4.708 0.0473 -0.0807 -0.0553 0.3199
H -0.168 1.459 -0.687 -0.1802 -0.1577 0.0044 0.3020
```
Positions in Å, forces in eV/Å.

Frontier orbital gap readings, ordered: 6.7 7.6 eV